This record from the OMol25 dataset describes a 6-piece molecular cluster, C24H52NO7SSi overall at a distorted geometry. The level of theory is ωB97M-V with the def2-TZVPD basis set.

Output
Total charge: +1
Frontier orbital gap (eV): 7.10
LUMO energy (eV): -3.79

```
86
C24H52NO7SSi ωB97M-V with the def2-TZVPD basis set
C -3.06 0.27 -7.52
N -3.05 1.16 -6.30
C -4.39 0.95 -5.62
C -1.88 0.90 -5.39
O -2.07 0.22 -4.22
C -0.36 1.42 -5.74
S 0.18 2.95 -4.78
C 0.35 2.56 -2.92
C 1.39 1.25 -2.85
O 2.05 1.11 -1.55
Si 2.10 -0.66 -1.28
C 2.79 -1.55 -2.88
C 0.30 -1.18 -0.84
C 3.29 -1.16 0.16
H -3.97 0.51 -8.25
H -3.15 -0.89 -7.29
H -2.09 0.40 -8.20
H -5.21 1.05 -6.47
H -4.48 -0.13 -5.16
H -4.61 1.80 -4.82
H -0.36 1.75 -6.89
H 0.44 0.54 -5.69
H 1.51 3.17 -5.20
H 0.74 3.48 -2.29
H -0.72 2.22 -2.56
H 0.74 0.33 -3.18
H 2.25 1.40 -3.67
H 3.32 -2.57 -2.66
H 1.84 -1.67 -3.59
H 3.50 -0.75 -3.40
H 0.22 -1.96 0.03
H -0.26 -0.20 -0.47
H -0.21 -1.52 -1.84
H 3.14 -0.56 1.15
H 3.08 -2.30 0.41
H 4.42 -1.11 -0.18
C 0.59 5.15 2.06
C 0.57 4.26 0.84
O 0.55 4.73 -0.29
C 0.57 2.77 1.07
H 0.59 6.20 1.74
H -0.30 4.97 2.67
H 1.50 4.96 2.64
H -0.32 2.49 1.64
H 1.47 2.48 1.61
H 0.55 2.26 0.11
C 1.81 1.06 5.57
C 1.78 0.17 4.36
O 1.77 0.64 3.22
C 1.78 -1.32 4.59
H 1.80 2.11 5.25
H 0.92 0.88 6.18
H 2.71 0.87 6.15
H 0.89 -1.61 5.15
H 2.69 -1.61 5.12
H 1.76 -1.83 3.62
C -1.82 -4.43 3.50
C -1.24 -4.25 4.87
O -0.10 -3.82 5.03
C -2.11 -4.62 6.05
H -1.08 -4.13 2.75
H -2.07 -5.48 3.33
H -2.71 -3.81 3.38
H -2.37 -5.68 6.00
H -3.01 -4.00 6.05
H -1.56 -4.44 6.98
C -4.12 -9.49 2.57
C -3.05 -8.47 2.28
O -3.24 -7.27 2.51
C -1.76 -8.96 1.70
H -5.00 -8.99 2.99
H -4.41 -10.00 1.64
H -3.75 -10.22 3.30
H -1.94 -9.44 0.74
H -1.28 -9.66 2.39
H -1.08 -8.11 1.55
C 3.43 9.40 0.26
C 2.29 8.42 0.42
O 1.62 8.37 1.45
C 2.01 7.49 -0.74
H 3.51 10.00 1.17
H 4.36 8.86 0.11
H 3.23 10.06 -0.58
H 2.89 6.87 -0.94
H 1.75 8.08 -1.63
H 1.17 6.84 -0.49
```

Löwdin atomic charge list, values in e, 8 entries: number 1, C, carries -0.120; number 2, N, carries -0.197; number 3, C, carries -0.111; number 4, C, carries -0.278; number 5, O, carries -0.037; number 6, C, carries -0.293; number 7, S, carries 1.053; number 8, C, carries -0.288